Density functional theory data (ωB97M-V with the def2-TZVPD basis set) for C6H24O6 as an isolated structure.

Gap between HOMO and LUMO ... 0.34287 hartree
Max |F| ... 4.61 eV/Å
E_LUMO ... -0.254 eV

XYZ file:
```
36
Properties=species:S:1:pos:R:3:nbo_charge:R:1
O 15.57 -9.78 -7.43 -0.985
H 14.91 -9.27 -7.91 0.442
H 15.67 -9.31 -6.59 0.500
O 16.48 -11.68 -8.80 -0.949
H 16.26 -11.08 -9.51 0.441
H 16.48 -11.14 -8.01 0.493
O 14.19 -8.30 -9.06 -0.891
H 14.51 -9.20 -9.13 0.497
H 13.28 -8.35 -9.34 0.512
O 14.92 -6.83 -7.61 -0.975
H 14.68 -7.33 -8.40 0.469
H 15.75 -6.42 -7.84 0.468
C 14.44 -8.75 -3.82 -0.620
C 14.50 -7.94 -5.17 0.092
C 14.24 -6.44 -4.99 -0.651
O 15.89 -7.99 -5.53 -0.769
H 13.62 -8.29 -3.27 0.204
H 15.33 -8.84 -3.19 0.228
H 14.09 -9.75 -4.06 0.200
H 13.89 -8.51 -5.87 0.169
H 14.92 -5.85 -4.37 0.222
H 13.21 -6.41 -4.63 0.200
H 14.23 -5.86 -5.92 0.239
H 15.75 -7.50 -6.35 0.496
C 16.48 -10.95 -4.08 -0.628
C 17.43 -10.91 -5.26 0.085
C 18.07 -9.61 -5.59 -0.674
O 18.43 -11.93 -5.05 -0.722
H 16.45 -11.90 -3.54 0.224
H 15.45 -10.77 -4.38 0.200
H 16.73 -10.21 -3.31 0.188
H 16.74 -11.10 -6.08 0.173
H 18.39 -9.65 -6.63 0.206
H 18.95 -9.35 -5.00 0.195
H 17.28 -8.85 -5.59 0.263
H 19.06 -11.60 -4.41 0.458
```


Density functional theory data (ωB97M-V with the def2-TZVPD basis set) for a 6-piece molecular cluster, C6H24O6 overall.

Gap between HOMO and LUMO ... 0.37371 hartree
Max |F| ... 1.35 eV/Å
SMILES string ... CO.CO.CO.CO.CO.CO
E_LUMO ... 0.233 eV

XYZ file:
```
36
Properties=species:S:1:pos:R:3:nbo_charge:R:1
C -1.00 4.14 -2.33 -0.246
O -1.82 4.62 -1.28 -0.736
H -1.19 3.06 -2.38 0.161
H -1.20 4.64 -3.28 0.166
H 0.06 4.30 -2.17 0.184
H -2.73 4.75 -1.52 0.471
C -3.18 -2.15 -0.98 -0.245
O -2.93 -3.04 0.09 -0.720
H -4.20 -2.21 -1.35 0.161
H -2.91 -1.12 -0.75 0.158
H -2.52 -2.47 -1.79 0.184
H -3.31 -2.72 0.91 0.463
C 0.19 0.14 -0.59 -0.246
O 1.00 -0.43 0.41 -0.728
H 0.23 1.23 -0.66 0.156
H 0.43 -0.28 -1.56 0.175
H -0.88 -0.07 -0.44 0.147
H 0.63 -0.12 1.25 0.486
C 0.42 1.44 3.71 -0.250
O -0.02 0.19 3.18 -0.746
H -0.38 1.93 4.27 0.171
H 1.26 1.28 4.37 0.182
H 0.70 2.14 2.93 0.175
H -0.96 0.08 3.32 0.479
C 1.38 -2.50 3.65 -0.248
O 2.01 -3.74 3.98 -0.723
H 0.83 -2.59 2.70 0.168
H 0.64 -2.18 4.39 0.155
H 2.13 -1.72 3.53 0.185
H 1.31 -4.35 4.22 0.460
C 2.35 -0.46 -4.11 -0.251
O 3.14 0.19 -5.12 -0.727
H 2.61 -1.52 -4.06 0.169
H 2.60 -0.03 -3.14 0.165
H 1.32 -0.24 -4.34 0.181
H 4.02 -0.20 -5.10 0.462
```


Density functional theory data (ωB97M-V with the def2-TZVPD basis set) for a 8-piece molecular cluster, C6H24O8 overall.

Gap between HOMO and LUMO ... 0.36993 hartree
Max |F| ... 2.21 eV/Å
SMILES string ... C=CC(=C)CCO.O.O.O.O.O.O.O
E_LUMO ... 0.251 eV

XYZ file:
```
38
Properties=species:S:1:pos:R:3:nbo_charge:R:1
C 0.37 -0.09 -1.87 -0.451
C 1.17 -0.85 -1.13 -0.170
C 1.01 -1.31 0.27 -0.036
C 1.53 -0.69 1.34 -0.391
C 0.39 -2.64 0.46 -0.474
C -1.03 -2.57 1.02 -0.068
O -1.04 -1.96 2.31 -0.747
H 0.57 0.13 -2.95 0.221
H -0.35 0.50 -1.31 0.191
H 2.05 -1.31 -1.55 0.223
H 1.57 -1.22 2.28 0.190
H 2.04 0.26 1.20 0.206
H 0.13 -3.13 -0.53 0.226
H 1.11 -3.27 1.07 0.223
H -1.45 -3.60 1.24 0.185
H -1.74 -1.89 0.46 0.209
H -0.46 -2.43 2.92 0.476
O 0.01 2.35 1.01 -1.027
H 0.66 2.34 1.71 0.470
H -0.67 1.65 1.31 0.518
O -2.82 -0.29 -2.81 -0.943
H -2.34 0.50 -2.55 0.482
H -2.15 -0.97 -2.84 0.476
O -1.74 0.46 1.47 -1.019
H -1.25 -0.28 1.98 0.519
H -2.33 0.09 0.79 0.509
O -0.02 3.95 -0.94 -0.960
H -0.17 3.01 -1.11 0.475
H -0.32 4.16 -0.06 0.488
O 4.18 0.81 -0.83 -0.970
H 4.53 0.48 0.00 0.452
H 3.46 1.41 -0.53 0.491
O 2.56 2.68 -0.02 -0.988
H 2.35 3.65 -0.06 0.505
H 1.67 2.30 0.07 0.497
O -3.68 -0.83 -0.26 -0.979
H -4.41 -0.22 -0.40 0.489
H -3.40 -1.18 -1.13 0.500
```


Density functional theory data (ωB97M-V with the def2-TZVPD basis set) for a 7-piece molecular cluster, C6H25NO6 overall.

Gap between HOMO and LUMO ... 0.35833 hartree
Max |F| ... 2.21 eV/Å
SMILES string ... C=C(C)CCCN.O.O.O.O.O.O
E_LUMO ... 0.303 eV

XYZ file:
```
38
Properties=species:S:1:pos:R:3:nbo_charge:R:1
C 2.08 -0.58 -2.60 -0.448
C 1.82 -1.61 -1.80 0.061
C 2.72 -2.09 -0.67 -0.644
C 0.47 -2.32 -1.80 -0.446
C -0.65 -1.67 -0.98 -0.403
C -0.77 -0.19 -1.27 -0.231
N -1.96 0.43 -0.56 -0.858
H 1.37 -0.30 -3.36 0.195
H 3.03 -0.07 -2.50 0.201
H 3.61 -1.49 -0.55 0.221
H 2.96 -3.13 -0.90 0.217
H 2.10 -2.09 0.23 0.213
H 0.12 -2.39 -2.85 0.205
H 0.70 -3.34 -1.51 0.212
H -0.42 -1.86 0.07 0.208
H -1.58 -2.18 -1.19 0.207
H 0.14 0.37 -1.11 0.209
H -1.06 -0.04 -2.32 0.181
H -2.59 0.83 -1.24 0.372
H -1.65 1.16 0.06 0.370
O -0.64 3.55 1.52 -0.959
H -1.02 4.14 2.19 0.485
H -1.34 2.92 1.32 0.492
O 1.76 2.26 1.93 -0.968
H 1.99 2.36 2.86 0.475
H 1.07 2.95 1.84 0.491
O -2.35 0.30 3.45 -0.993
H -1.42 0.19 3.22 0.494
H -2.90 -0.33 2.97 0.489
O -2.63 -1.66 1.12 -0.997
H -2.55 -0.87 0.51 0.492
H -3.01 -2.30 0.52 0.457
O 0.48 -0.04 2.44 -0.955
H 0.55 0.77 1.89 0.489
H 0.35 -0.66 1.70 0.461
O 0.02 2.93 -0.79 -0.948
H 0.66 3.49 -0.34 0.483
H 0.53 2.55 -1.51 0.469
```